Record 1
{
  "formula": "C3H8NO4",
  "method": "ωB97M-V/def2-TZVPD",
  "e_homo_ev": -4.15,
  "spin_multiplicity": 1,
  "total_energy_ha": -474.84068,
  "charge": -1,
  "e_above_lowest_kcal_mol": 49.6,
  "species": ["O", "C", "O", "C", "C", "O", "N", "H", "H", "H", "H", "H", "H", "H", "H", "O"],
  "positions_angstrom": [[-2.102063, 1.322885, -1.310778], [-1.268332, 0.545860, -1.753770], [-1.004889, 0.188093, -3.044319], [-0.505954, -0.346007, -0.618087], [-0.960164, -0.073619, 0.828234], [-1.244390, -1.205738, 1.585358], [0.941758, -0.215941, -0.913052], [-0.650273, -1.381250, -0.932111], [-1.978693, 0.509335, 0.831766], [-0.418690, 0.596319, 1.444857], [-0.351006, -1.603379, 1.770572], [1.110622, 0.828565, -0.883415], [1.229093, -0.555729, -1.888993], [2.446152, 0.169243, 0.775125], [2.038200, 0.610583, 2.390786], [2.718626, 0.610783, 1.717824]],
  "forces_ev_per_angstrom": [[-0.23, 0.91, -0.37], [0.33, -2.85, -2.93], [-0.43, 1.41, 4.76], [0.33, 0.34, -2.37], [-3.20, 1.64, -1.24], [1.80, -2.05, 0.94], [1.79, 1.62, 0.21], [-0.87, -0.10, 0.58], [1.74, -1.17, -0.77], [1.61, 0.82, 0.09], [-1.45, 0.21, -0.17], [0.12, -1.56, -0.48], [-1.30, 0.89, 1.88], [-0.12, 1.29, 3.51], [-0.59, -0.38, -0.60], [0.48, -1.04, -3.06]],
  "nbo_charge": [-0.731, 0.756, -0.850, -0.210, -0.093, -0.719, -0.888, 0.202, 0.212, 0.150, 0.449, 0.349, 0.396, 0.521, 0.471, -1.014]
}

Record 2
{
  "formula": "H3O3P",
  "method": "ωB97M-V/def2-TZVPD",
  "e_homo_ev": -9.39,
  "spin_multiplicity": 1,
  "total_energy_ha": -568.77172,
  "charge": 0,
  "e_above_lowest_kcal_mol": 104.4,
  "species": ["O", "O", "P", "O", "H", "H", "H"],
  "positions_angstrom": [[0.846286, -0.455683, -0.381092], [-0.358802, -1.247144, -0.483841], [-1.575990, -0.471458, 0.173455], [-1.423902, 0.962996, -0.644739], [1.584625, -1.121729, 0.051811], [-0.901682, 0.045555, 1.307188], [-2.120050, 1.661636, -0.767628]],
  "forces_ev_per_angstrom": [[3.07, -2.00, 1.35], [1.29, -0.90, -0.38], [-1.34, 1.76, 0.29], [-0.83, 1.08, -0.41], [-2.99, 2.07, -1.56], [0.04, -0.34, 0.30], [0.76, -1.67, 0.40]],
  "nbo_charge": [-0.444, -0.551, 1.168, -1.032, 0.468, -0.127, 0.517]
}

Record 3
{
  "formula": "C17H36Cl26O5P2",
  "method": "ωB97M-V/def2-TZVPD",
  "e_homo_ev": -9.04,
  "spin_multiplicity": 1,
  "total_energy_ha": -13693.29005,
  "charge": 0,
  "species": ["C", "C", "O", "O", "C", "C", "P", "P", "O", "O", "O", "H", "H", "H", "H", "H", "H", "H", "H", "H", "H", "C", "Cl", "Cl", "H", "H", "C", "Cl", "Cl", "H", "H", "C", "Cl", "Cl", "H", "H", "C", "Cl", "Cl", "H", "H", "C", "Cl", "Cl", "H", "H", "C", "Cl", "Cl", "H", "H", "C", "Cl", "Cl", "H", "H", "C", "Cl", "Cl", "H", "H", "C", "Cl", "Cl", "H", "H", "C", "Cl", "Cl", "H", "H", "C", "Cl", "Cl", "H", "H", "C", "Cl", "Cl", "H", "H", "C", "Cl", "Cl", "H", "H"],
  "positions_angstrom": [[1.268460, -1.305987, 0.485414], [-0.085330, -0.888334, -0.013952], [-1.100816, -1.456661, 0.338883], [-0.157332, 0.113356, -0.932466], [0.467396, 1.361198, -0.584632], [1.924158, 1.486259, -1.013437], [2.023631, 1.147373, -2.829286], [4.086343, 1.199848, -3.440613], [4.162988, 0.699404, -4.835889], [4.597669, 2.707162, -3.365062], [5.028840, 0.282783, -2.515481], [1.185310, -2.284515, 0.941529], [1.653661, -0.568543, 1.190031], [1.960689, -1.316666, -0.355698], [0.342115, 1.607758, 0.467084], [-0.077768, 2.115111, -1.152711], [2.205613, 2.529994, -0.868204], [2.597193, 0.864249, -0.427231], [1.695984, -0.196841, -2.996542], [4.843682, 2.925192, -4.277254], [5.559517, -0.253027, -3.125540], [-3.624621, -1.165202, 2.014397], [-3.297390, -0.369435, 3.566108], [-5.064436, -0.513766, 1.223088], [-2.772282, -1.012850, 1.363206], [-3.776301, -2.220756, 2.202358], [-0.353727, 0.292569, -6.234612], [1.355576, 0.181497, -5.806915], [-1.333195, 0.953027, -4.912804], [-0.453587, 0.941299, -7.096034], [-0.722791, -0.699799, -6.464317], [7.608986, -0.721015, -0.542674], [8.057728, -1.970377, -1.711917], [7.629114, -1.335410, 1.116402], [8.308387, 0.102818, -0.615083], [6.602936, -0.390572, -0.773769], [-6.281977, 1.478296, 4.804835], [-7.331623, 1.221070, 6.207233], [-7.211148, 1.784527, 3.334716], [-5.651350, 2.337725, 4.996896], [-5.682869, 0.590199, 4.651461], [5.453730, -4.490421, 0.009777], [5.004034, -5.953506, -0.872023], [4.430827, -3.117100, -0.432536], [5.342309, -4.675506, 1.071010], [6.481228, -4.240028, -0.228518], [-10.654104, 0.224225, 3.413305], [-10.983221, -1.208373, 2.428794], [-11.683419, 1.587321, 2.959134], [-10.844569, -0.018508, 4.451348], [-9.620562, 0.511608, 3.270301], [-0.026473, 3.053835, 3.524554], [-1.374457, 1.909961, 3.514131], [1.346350, 2.434875, 2.584424], [-0.351739, 3.982574, 3.078662], [0.297754, 3.214421, 4.545066], [-2.710700, 5.525176, 1.049698], [-1.977278, 4.443648, -0.142269], [-2.867248, 4.742812, 2.626873], [-2.078473, 6.398009, 1.157381], [-3.697214, 5.807164, 0.703420], [9.736247, -4.786111, -4.376010], [9.618183, -3.895004, -5.896851], [8.273323, -4.625893, -3.396623], [9.886346, -5.834779, -4.600552], [10.571807, -4.392838, -3.810091], [0.852943, -3.079561, -3.087003], [0.882417, -4.839267, -2.989548], [2.476834, -2.387594, -2.997777], [0.396631, -2.782923, -4.024169], [0.277140, -2.700290, -2.249213], [2.552018, 5.691216, 5.621190], [2.135061, 5.554198, 3.908541], [1.148526, 5.422673, 6.662604], [3.300452, 4.943197, 5.851825], [2.935823, 6.686765, 5.805617], [-10.194832, 1.891276, -0.797208], [-9.565361, 2.884813, -2.117289], [-9.045825, 1.749755, 0.535545], [-11.100278, 2.350200, -0.419125], [-10.400292, 0.898833, -1.178648], [-1.001924, -5.740690, 0.550336], [-1.072076, -7.496588, 0.740216], [0.656186, -5.134754, 0.581267], [-1.442274, -5.479084, -0.404422], [-1.551284, -5.282697, 1.363337]],
  "forces_ev_per_angstrom": [[0.04, 0.42, -0.41], [-0.92, -0.55, 0.56], [0.94, 0.43, -0.70], [-0.10, -0.11, 0.47], [0.23, 0.51, -0.50], [0.25, -0.56, 0.04], [-0.70, 1.69, -0.04], [-0.16, -1.40, -1.25], [-0.07, 0.20, 0.24], [0.03, -0.03, 0.48], [0.04, 0.42, 0.39], [0.06, 0.00, 0.11], [-0.07, -0.03, 0.18], [0.08, -0.19, 0.00], [-0.08, -0.33, 0.01], [-0.24, -0.12, 0.01], [0.08, 0.03, -0.02], [0.01, 0.02, 0.14], [0.47, 0.03, 0.34], [0.02, 0.20, 0.04], [0.06, -0.10, 0.05], [0.01, -0.01, -0.19], [-0.26, -0.32, 0.09], [-0.01, -0.02, 0.05], [-0.11, 0.06, 0.09], [-0.08, 0.00, 0.07], [0.02, -0.05, -0.01], [-0.07, -0.13, -0.41], [-0.01, -0.03, -0.01], [0.01, 0.07, 0.04], [0.00, -0.02, 0.04], [-0.15, 0.08, -0.01], [-0.06, 0.16, 0.08], [0.02, 0.00, 0.03], [0.08, -0.06, 0.01], [-0.02, -0.04, 0.04], [0.05, -0.04, 0.01], [0.01, 0.00, 0.01], [0.03, 0.10, -0.01], [-0.05, 0.04, 0.01], [-0.03, -0.05, -0.02], [0.12, 0.01, 0.06], [0.02, 0.00, 0.01], [0.09, 0.02, 0.11], [-0.07, -0.01, 0.00], [-0.01, 0.02, -0.06], [0.05, -0.01, 0.02], [0.01, -0.01, 0.01], [-0.07, 0.04, 0.05], [-0.07, -0.02, -0.01], [0.00, 0.01, -0.07], [-0.13, -0.12, 0.06], [0.43, 0.19, 0.03], [0.17, 0.02, 0.15], [-0.02, 0.03, -0.08], [0.05, -0.07, 0.01], [-0.01, 0.06, 0.00], [0.02, 0.01, -0.02], [-0.17, 0.19, -0.04], [0.04, -0.02, 0.01], [-0.03, -0.08, -0.01], [0.06, -0.02, 0.02], [0.02, 0.00, 0.00], [0.00, -0.19, -0.09], [-0.06, -0.01, -0.03], [-0.02, 0.06, 0.01], [-0.13, 0.07, 0.10], [-0.04, -0.07, -0.09], [0.10, -0.46, -0.19], [0.08, -0.02, -0.05], [0.00, -0.03, 0.02], [0.04, 0.01, 0.03], [0.10, 0.13, 0.00], [0.01, -0.01, 0.02], [-0.03, -0.05, -0.01], [-0.06, 0.04, -0.01], [-0.11, -0.04, 0.04], [-0.02, 0.00, -0.01], [0.11, -0.03, -0.05], [0.02, 0.05, 0.03], [0.06, -0.02, -0.02], [-0.08, 0.07, -0.04], [-0.02, 0.00, 0.00], [0.08, 0.03, 0.06], [0.05, -0.03, -0.04], [0.03, -0.02, 0.05]],
  "mulliken_charge": [-0.197, 0.640, -0.809, -0.291, -0.062, -0.604, -0.116, 0.863, -0.709, -0.533, -0.186, 0.217, 0.288, -0.168, -0.156, 0.284, 0.542, 0.363, -0.152, 0.347, 0.262, 0.777, -0.183, -0.145, -0.605, 0.285, -0.442, -0.050, -0.133, 0.342, 0.300, -0.068, -0.095, -0.167, 0.365, -0.055, -0.085, -0.176, -0.097, 0.276, 0.051, -0.361, -0.167, 0.040, 0.309, 0.201, 0.207, -0.159, -0.146, 0.321, -0.202, -0.377, 0.008, -0.124, 0.206, 0.247, -0.395, -0.077, -0.120, 0.289, 0.334, -0.298, -0.152, -0.082, 0.292, 0.249, 0.198, -0.157, -0.076, 0.245, -0.183, -0.284, -0.112, -0.150, 0.261, 0.303, -0.358, -0.164, -0.046, 0.269, 0.302, -0.271, -0.168, -0.093, 0.253, 0.269]
}

no.,frontier orbital gap (eV),lowest unoccupied orbital energy (eV)
1,7.6,3.4114
2,10.0,0.6553
3,9.3,0.2146